{"formula": "C23H28Br2Cl20FINO", "method": "wB97M-V/def2-TZVPD", "charge": 1, "e_tot_ha": -15772.36583, "molar_mass_g_mol": 1349.25, "lumo_ha": -0.1433, "fmax_ev_per_a": 1.219, "de_lowest_kj_mol": 0.00, "orbital_gap_ev": 8.04, "species": ["C", "C", "Cl", "C", "Cl", "N", "C", "F", "C", "C", "Br", "C", "C", "Br", "C", "C", "C", "C", "C", "I", "C", "C", "C", "C", "O", "H", "H", "H", "H", "H", "H", "H", "H", "H", "H", "H", "H", "H", "H", "H", "H", "H", "H", "H", "H", "H", "H", "C", "Cl", "Cl", "Cl", "H", "C", "Cl", "Cl", "Cl", "H", "C", "Cl", "Cl", "Cl", "H", "C", "Cl", "Cl", "Cl", "H", "C", "Cl", "Cl", "Cl", "H", "C", "Cl", "Cl", "Cl", "H"], "coordinates": [[-0.76, 4.52, 1.01], [0.03, 3.28, 0.93], [0.23, 2.33, 2.36], [0.60, 2.82, -0.17], [0.47, 3.63, -1.68], [1.34, 1.59, -0.20], [2.61, 1.61, 0.22], [3.04, 2.77, 0.60], [3.40, 0.48, 0.24], [4.82, 0.43, 0.73], [5.93, 1.82, -0.04], [4.96, 0.35, 2.25], [6.37, -0.13, 2.64], [4.64, 2.05, 3.15], [2.81, -0.67, -0.24], [1.49, -0.71, -0.68], [1.00, -2.04, -1.20], [1.69, -2.31, -2.57], [0.72, -2.02, -3.71], [2.49, -4.28, -2.68], [0.74, 0.45, -0.65], [-0.69, 0.52, -1.07], [-1.61, -0.24, -0.08], [-2.77, 0.64, 0.36], [-3.46, 0.00, 1.43], [-0.14, 5.39, 0.82], [-1.53, 4.53, 0.24], [-1.24, 4.62, 1.98], [5.25, -0.50, 0.37], [4.25, -0.37, 2.65], [6.87, -0.54, 1.76], [6.99, 0.68, 3.01], [6.29, -0.90, 3.40], [3.40, -1.58, -0.28], [-0.07, -2.04, -1.38], [1.23, -2.81, -0.47], [2.49, -1.59, -2.68], [-0.27, -2.43, -3.52], [1.09, -2.41, -4.65], [0.63, -0.94, -3.82], [-1.05, 1.54, -1.12], [-0.80, 0.10, -2.07], [-2.01, -1.13, -0.54], [-1.04, -0.51, 0.80], [-3.50, 0.72, -0.44], [-2.41, 1.63, 0.66], [-3.34, 0.50, 2.24], [-2.30, -5.82, -3.17], [-2.11, -4.81, -1.73], [-4.00, -6.14, -3.49], [-1.52, -5.10, -4.58], [-1.81, -6.77, -2.98], [0.70, -0.98, 4.34], [0.91, 0.62, 5.07], [-0.80, -1.06, 3.41], [2.08, -1.38, 3.31], [0.65, -1.71, 5.13], [-0.44, 8.02, -2.17], [0.15, 9.43, -1.31], [-1.83, 7.30, -1.33], [-0.87, 8.41, -3.83], [0.35, 7.28, -2.19], [-4.50, 4.52, -2.90], [-4.75, 6.24, -2.64], [-2.90, 4.02, -2.30], [-5.76, 3.56, -2.14], [-4.52, 4.33, -3.97], [1.19, -4.88, 5.45], [2.72, -4.83, 4.58], [1.09, -3.57, 6.64], [-0.17, -4.80, 4.33], [1.13, -5.82, 5.98], [-6.85, -4.87, -1.12], [-5.93, -3.60, -0.30], [-6.17, -6.45, -0.74], [-8.55, -4.78, -0.67], [-6.77, -4.71, -2.19]]}